This record from OMol25 describes a cluster of 2 separate species, C7H18N6O in total. The level of theory is ωB97M-V with the def2-TZVPD basis set.

Summary:
E_HOMO (spin up / spin down)   -11.85 / -16.27 eV
Spin multiplicity   3
Orbital gap (spin up / spin down)   5.54 / 6.84 eV
Charge   +2

Each atom is followed by the atoms it is bonded to, with distances in Å.
Cartesian coordinates (Å):
1 C -1.21971 1.24687 -0.59047  C3 1.509, N8 1.249, N10 1.324
2 C -2.12526 -0.89920 -1.39739  C3 1.450, N9 1.220, N11 1.485
3 C -1.43966 -0.22007 -0.31510  C1 1.509, C2 1.450, N11 1.525, H15 1.153
4 C 0.08755 3.39908 1.65897  N12 1.235, H16 1.029, H18 1.068
5 C 3.33476 1.61554 2.99164  N13 1.520, H19 1.112, H20 1.120, H21 1.064
6 C -0.20116 -2.38463 -0.88209  C7 1.551, N11 1.429, H22 1.083, H23 1.082
7 C -0.42512 -3.45282 -1.98461  C6 1.551, O14 1.424, H24 1.165, H25 1.134
8 N -0.66220 2.12837 0.09709  C1 1.249, N12 1.352
9 N -3.07913 -1.11469 -2.12751  C2 1.220, H26 0.949
10 N -1.73938 1.51453 -1.77827  C1 1.324, H27 1.000, H28 0.999
11 N -0.65721 -1.09347 -1.28996  C2 1.485, C3 1.525, C6 1.429, H29 1.037
12 N 0.01442 2.23182 1.26334  C4 1.235, N8 1.352
13 N 2.05492 0.81212 2.82784  C5 1.520, H17 1.062, H30 0.998, H31 1.036
14 O 0.00053 -2.80867 -3.18088  C7 1.424, H32 0.973
15 H -1.35557 -0.53767 0.79026  C3 1.153
16 H -0.33995 4.20492 1.18338  C4 1.029
17 H 1.42746 1.51232 2.33370  N13 1.062
18 H 0.43316 3.64615 2.63860  C4 1.068
19 H 3.85083 1.27624 3.91687  C5 1.112
20 H 3.92209 1.20182 2.13296  C5 1.120
21 H 2.99628 2.62355 3.02149  C5 1.064
22 H -0.89364 -2.67073 -0.09994  C6 1.083
23 H 0.83821 -2.36868 -0.58109  C6 1.082
24 H -1.56194 -3.69415 -2.05936  C7 1.165
25 H 0.22985 -4.34142 -1.72432  C7 1.134
26 H -3.02484 -1.51920 -2.98405  N9 0.949
27 H -2.61245 1.03145 -1.85063  N10 1.000
28 H -1.55928 2.46760 -2.01698  N10 0.999
29 H -0.00380 -0.71319 -1.99971  N11 1.037
30 H 1.63795 0.40825 3.63934  N13 0.998
31 H 2.12535 -0.07362 2.29591  N13 1.036
32 H -0.05307 -3.42841 -3.92904  O14 0.973

***

This record from OMol25 describes the molecule C7H18NOPS. The level of theory is ωB97M-V with the def2-TZVPD basis set.

Summary:
E_HOMO   -8.35 eV
Orbital gap   8.88 eV
SMILES string   CC[C@@H](C)S[P@@](=O)(CC)NC
Charge   0

Each atom is followed by the atoms it is bonded to, with distances in Å.
Cartesian coordinates (Å):
1 C -3.26758 0.67024 1.09754  C5 1.618, H12 1.122, H13 1.094, H14 1.142
2 C 2.18325 -2.25483 0.52870  C6 1.527, H15 1.107, H16 1.038, H17 1.146
3 C -2.33468 -1.91102 -0.48345  C7 1.515, H18 1.169, H19 1.062, H20 1.122
4 C 1.90712 3.05089 -0.95108  N8 1.507, H21 1.013, H22 1.155, H23 1.093
5 C -2.05590 0.61485 0.02701  C1 1.618, C7 1.458, H24 1.037, H25 1.075
6 C 2.83955 -0.89651 0.29176  C2 1.527, P10 1.858, H26 1.136, H27 1.082
7 C -1.49860 -0.73113 -0.03154  C3 1.515, C5 1.458, S11 1.861, H28 1.164
8 N 2.31941 1.60223 -0.98521  C4 1.507, P10 1.676, H29 0.979
9 O 1.10538 1.09510 1.31437  P10 1.476
10 P 1.63213 0.49839 0.07165  C6 1.858, N8 1.676, O9 1.476, S11 2.562
11 S -0.15423 -0.70187 -1.31789  C7 1.861, P10 2.562
12 H -4.31423 0.41039 0.78862  C1 1.122
13 H -3.01271 -0.07944 1.85302  C1 1.094
14 H -3.33143 1.74341 1.48293  C1 1.142
15 H 1.81825 -2.80654 -0.35881  C2 1.107
16 H 2.80062 -2.95135 0.98800  C2 1.038
17 H 1.21629 -2.22296 1.14360  C2 1.146
18 H -1.88308 -2.77399 -1.13056  C3 1.169
19 H -3.10948 -1.46641 -1.05808  C3 1.062
20 H -2.86258 -2.38799 0.38399  C3 1.122
21 H 1.30828 3.33837 -1.71576  C4 1.013
22 H 1.25385 3.29480 -0.03061  C4 1.155
23 H 2.80700 3.67138 -0.95627  C4 1.093
24 H -1.41128 1.35542 0.36078  C5 1.037
25 H -2.30529 0.99105 -0.94815  C5 1.075
26 H 3.41429 -0.77327 -0.68026  C6 1.136
27 H 3.36808 -0.76192 1.22650  C6 1.082
28 H -0.95187 -0.90875 0.98053  C7 1.164
29 H 2.51943 1.29145 -1.89131  N8 0.979

***

This record from OMol25 describes a cluster of 2 separate species, C7H18NOS in total. The level of theory is ωB97M-V with the def2-TZVPD basis set.

Summary:
E_HOMO   -12.51 eV
Orbital gap   9.88 eV
Charge   +1

Each atom is followed by the atoms it is bonded to, with distances in Å.
Cartesian coordinates (Å):
1 C -2.58421 1.95268 0.92212  C4 1.612, H11 1.032, H12 1.107, H13 1.183
2 C -0.95330 -3.05202 0.50422  C5 1.521, H14 1.076, H15 1.073, H16 1.038
3 C 2.88814 1.17765 -1.59149  C7 1.331, H17 1.097, H19 1.035
4 C -1.22089 1.86548 0.06563  C1 1.612, C6 1.522, H20 1.092, H21 1.101
5 C -0.63634 -1.88119 -0.41390  C2 1.521, N8 1.459, H22 1.082, H23 1.160
6 C -0.95230 0.53840 -0.62981  C4 1.522, N8 1.507, H18 1.137, H24 1.226
7 C 3.09457 0.65036 -0.38696  C3 1.331, O9 1.352, S10 1.813
8 N -0.80491 -0.62728 0.31310  C5 1.459, C6 1.507, H25 0.995, H26 1.125
9 O 4.13214 0.07928 0.26593  C7 1.352, H27 0.957
10 S 1.77232 0.61507 0.85237  C7 1.813, H28 1.377
11 H -3.41812 1.77152 0.34116  C1 1.032
12 H -2.52677 1.08885 1.61138  C1 1.107
13 H -2.53556 3.05021 1.36109  C1 1.183
14 H -1.52416 -3.84445 0.05366  C2 1.076
15 H -0.22971 -3.69804 0.96393  C2 1.073
16 H -1.52576 -2.87821 1.35230  C2 1.038
17 H 3.58150 0.92828 -2.40441  C3 1.097
18 H 0.00360 0.56866 -1.24492  C6 1.137
19 H 2.10450 1.81311 -1.82357  C3 1.035
20 H -1.19749 2.66894 -0.67382  C4 1.092
21 H -0.44933 1.96557 0.84461  C4 1.101
22 H -1.24625 -2.01848 -1.29653  C5 1.082
23 H 0.46431 -1.81373 -0.77455  C5 1.160
24 H -1.89868 0.18624 -1.32568  C6 1.226
25 H -1.63886 -0.68369 0.85241  N8 0.995
26 H 0.07617 -0.23738 0.89482  N8 1.125
27 H 4.94139 0.24737 -0.21700  O9 0.957
28 H 2.28397 -0.43320 1.58392  S10 1.377